27
Properties=species:S:1:pos:R:3 method="wB97M-V/def2-TZVPD" total_charge=-1 homo_lumo_gap_ha=0.29627 total_energy_ev=-26508.2644
O -0.294 -1.992 2.023
H -2.963 0.449 0.840
S -1.146 -0.643 -2.200
H 3.318 -2.048 0.811
H -0.934 -1.195 1.606
O -3.785 0.880 0.471
H -2.270 0.013 -1.722
H 0.346 0.686 1.655
H 0.248 2.209 -0.390
H -1.363 1.704 -0.680
O 3.750 -1.203 0.578
C -0.634 1.117 1.316
H -0.030 -0.750 -0.157
H 3.366 -0.828 -0.236
H -0.815 2.053 1.835
H 0.281 -1.514 2.617
H -3.792 1.717 0.932
C -0.420 1.366 -0.225
O 1.752 1.838 -3.225
O 1.432 -2.877 0.202
O -1.540 0.140 1.563
H 1.043 -2.456 -0.563
H 1.223 1.216 -2.712
H 0.992 0.159 -1.321
H 0.702 -2.851 0.850
H 1.544 2.744 -2.980
C -0.011 0.068 -0.887

=====

43
Properties=species:S:1:pos:R:3 method="wB97M-V/def2-TZVPD" smiles="CC[C@H](C)CC=O.O.O.O.O.O.O.O.O" de_lowest_kcal_mol=61.3 homo_lumo_gap_ha=0.37147 total_energy_ev=-25102.1355
H -0.464 0.330 -1.945
H 0.712 -4.375 -2.270
H -0.237 -4.751 0.731
H -0.054 -3.853 -0.544
H 2.274 0.195 1.500
H 1.772 1.378 -2.568
C 1.665 1.168 -0.414
H -3.934 1.078 1.721
H -3.762 1.180 3.166
H -3.517 -3.181 0.796
H 3.160 -1.684 0.590
O -3.459 1.603 2.404
H 3.701 1.780 0.027
H -2.118 -3.166 0.463
H 1.268 -0.807 0.327
H -3.104 3.508 1.503
H 1.567 3.825 0.642
H -2.829 1.452 -1.048
O -2.357 3.270 1.134
C 1.798 0.469 -1.881
H -3.548 -0.985 0.275
O -2.884 -2.608 0.392
C 2.724 2.265 -0.228
H 1.348 -3.145 -1.630
H 0.653 0.375 1.377
H -2.146 2.392 -0.274
H 2.666 -0.224 -2.125
H 0.697 1.714 -0.527
O -3.818 -0.183 -0.157
H -1.954 2.838 1.819
H 3.442 -3.122 0.043
O 3.793 -2.360 0.566
H 2.879 2.783 -1.205
H -4.215 -0.581 -0.970
O -2.103 2.049 -1.266
O 1.256 -4.040 -1.561
C 2.336 3.061 1.023
C 0.527 -0.272 -2.035
H 3.155 3.517 1.619
H 1.891 2.577 1.872
O 0.464 -1.485 -2.223
O -0.729 -4.222 0.129
C 1.484 0.238 0.753

=====

33
Properties=species:S:1:pos:R:3 method="wB97M-V/def2-TZVPD" total_charge=-2 homo_lumo_gap_ha="0.19665 / 0.19665" total_energy_ev=-118056.5193
Cl 0.310 2.197 -4.073
O 0.151 -3.380 3.711
C 0.180 -4.042 1.553
C 2.343 3.585 -0.282
H -0.319 -2.471 -1.362
Te -4.703 3.310 -4.054
O 0.500 -5.165 2.294
C -0.359 -1.723 1.933
C 1.072 2.746 -2.613
C -0.033 -2.969 2.401
H 1.323 -5.004 4.169
Cl 3.112 4.081 1.191
C -0.809 -0.208 -0.046
Cl 3.421 2.443 -3.960
C -0.238 -2.653 -0.300
C 0.278 3.087 -1.520
Te -4.173 1.931 -0.139
O -0.638 -0.071 -1.270
Pd -1.660 2.594 -0.907
C 3.097 3.269 -1.408
Te -3.170 1.653 -2.852
C 0.969 3.478 -0.373
C 0.386 -4.771 3.649
O -1.238 0.644 0.774
C 0.081 -3.918 0.189
Cl 4.823 3.415 -1.359
H -0.458 -5.307 4.110
Cl -0.039 3.787 1.005
H -0.549 -0.872 2.570
Te -5.912 3.826 -0.538
C 2.459 2.843 -2.575
H 0.249 -4.760 -0.465
C -0.459 -1.574 0.545

=====

108
Properties=species:S:1:pos:R:3 method="wB97M-V/def2-TZVPD" smiles=CC1(C)CCCC(C)(C)N1O.CC1(C)CCCC(C)(C)N1O.CC(C)O.CC(C)O.CC(C)O.CC(C)O de_lowest_kcal_mol=16.8 homo_lumo_gap_ha=0.31935 total_energy_ev=-47507.6794
C 3.588 6.245 -2.570
H 6.159 -0.590 -0.983
H 2.533 -0.268 -2.409
H 0.898 4.080 -1.879
H 1.569 -5.273 -0.009
O -2.034 -1.833 2.185
H -0.571 0.870 0.294
H 4.514 0.026 -1.163
C 5.787 2.201 -0.222
H 0.876 -4.207 2.409
H 6.624 2.149 -0.917
C 0.735 -5.195 1.968
C -0.425 0.396 -1.769
H -3.121 -4.105 4.565
H -1.405 -0.632 -0.101
O -0.237 -6.177 -0.027
H -1.452 -4.088 5.044
H -4.777 -4.319 -5.132
H 4.877 2.555 -0.701
C -2.946 -1.686 5.760
H -5.008 -5.215 -3.592
H -1.479 3.717 -1.620
H -3.952 -0.078 6.698
H 4.823 0.962 1.272
H -3.387 -3.354 -1.510
C 2.684 2.231 -2.906
H -0.901 -6.346 0.647
H 3.027 5.514 -3.158
O -2.409 -4.688 -4.474
C 0.092 -3.745 -0.012
H -5.119 -0.480 4.622
H -0.947 -3.453 0.136
H -1.712 1.020 3.881
H -1.618 -4.166 -4.633
H 4.436 8.183 -2.795
H -0.127 -1.846 3.742
C 5.605 0.877 0.514
H 4.844 -1.145 0.021
H 3.628 6.599 -4.942
H 1.471 7.720 -3.302
C -2.387 0.921 3.033
H 2.284 9.289 -3.639
H 7.381 0.073 0.692
H -4.920 0.742 2.017
O 3.912 7.465 -4.636
H -0.155 -2.224 5.420
H -1.765 1.613 -3.029
H 2.756 1.300 -0.224
C 5.279 -0.245 -0.427
C -3.404 -0.189 3.259
H 0.275 -3.665 -1.087
C -0.807 2.863 -1.505
H -3.312 -5.092 -1.903
H 1.568 -5.823 2.281
N 0.918 0.718 -2.242
H -0.554 -0.582 4.902
H -2.461 0.420 5.866
H 3.144 3.207 -2.756
H -3.154 -2.832 -3.930
H 1.280 2.125 0.238
H -2.707 -2.128 1.563
H 0.743 -3.026 0.492
H 2.376 2.114 -3.949
H -5.228 -0.947 2.332
H -0.677 2.798 -0.421
C -4.705 -4.267 -4.045
H -2.363 -1.949 6.653
C 0.522 3.101 -2.195
H -1.904 -4.006 -2.041
C 1.552 2.006 -1.907
H -2.034 -0.810 -2.640
H 3.160 6.262 -1.566
C 0.590 -5.112 0.446
C -3.291 -3.891 -3.676
C -4.180 0.069 4.565
C -0.680 -1.636 4.661
H -0.592 -0.626 -3.672
C -2.980 -4.098 -2.203
C -1.398 1.552 -2.002
H -3.966 -0.471 1.172
H -2.879 1.895 2.930
H -4.385 1.144 4.520
H 2.624 3.082 -0.437
C -0.945 -0.765 -2.649
O 6.788 0.576 1.256
H -5.481 -3.562 -3.736
C -0.508 -0.048 -0.293
C 2.098 2.128 -0.480
C 2.316 8.369 -3.058
H 3.485 1.476 -2.872
H -0.185 -5.594 2.407
C -4.431 -0.229 2.132
H 4.614 5.885 -2.460
H -2.298 1.344 -1.410
C -2.172 -3.606 4.369
O 1.753 -0.383 -1.858
H 0.399 3.172 -3.280
C -3.341 -0.220 5.805
H 2.187 8.674 -2.015
H 0.370 -0.608 0.015
N -2.779 -1.512 3.350
H 6.027 2.924 0.563
C -2.136 -2.093 4.534
C 3.623 7.610 -3.246
H -3.836 -2.312 5.883
H -1.807 -3.880 3.379
H -1.823 0.778 2.112
H -0.541 -1.713 -2.290

=====

12
Properties=species:S:1:pos:R:3 method="wB97M-V/def2-TZVPD" total_charge=+3 homo_lumo_gap_ha="0.33328 / 0.16986" total_energy_ev=-63892.7049
O 0.651 -1.832 0.342
C -0.641 0.669 -0.522
C -1.327 0.668 0.814
O -0.867 0.198 1.831
O 2.182 -1.148 -1.079
O 0.743 0.348 -0.491
H -2.293 1.209 0.820
H -0.727 1.671 -0.959
C 1.197 -0.972 -0.326
H -1.200 -0.021 -1.176
Li -0.075 -1.549 2.066
Ga 2.357 0.760 -1.321

=====

12
Properties=species:S:1:pos:R:3 method="wB97M-V/def2-TZVPD" de_lowest_kcal_mol=75.9 homo_lumo_gap_ha=0.34188 total_energy_ev=-8233.4061
N 0.404 1.481 -0.948
C -0.310 0.365 -0.818
N -0.868 -0.172 0.233
H -1.129 -1.589 -1.522
H 0.661 -0.967 1.223
C -0.156 -0.250 1.488
H 0.834 1.735 -1.823
H -0.811 -0.661 2.260
H 0.530 2.104 -0.161
O 0.826 -1.694 -0.869
H 0.279 0.703 1.816
C -0.244 -1.118 -1.085

=====

77
Properties=species:S:1:pos:R:3 method="wB97M-V/def2-TZVPD" total_charge=+1 homo_lumo_gap_ha=0.28792 total_energy_ev=-53135.0488
H 4.681 0.117 3.984
C 6.504 1.925 -0.928
C 8.785 2.029 -1.924
H -5.962 2.181 2.590
C 9.082 2.461 -4.291
H 10.093 1.306 1.970
H -9.967 -1.314 -2.627
C 0.126 2.334 1.570
H 3.302 -1.096 4.436
C -8.689 -3.643 -2.118
C -6.076 -3.242 -0.953
C 7.091 1.727 0.413
H -0.577 2.617 3.865
H -5.524 -0.633 -0.509
C -6.943 -2.087 -1.258
C 1.490 1.182 3.810
H -4.702 -5.551 -0.662
C 9.370 1.764 -0.595
C -7.813 -4.797 -1.831
H -1.023 3.402 -0.208
C 7.402 2.086 -2.089
H 5.777 2.345 -3.497
C -6.542 -4.601 -1.293
H -9.158 0.977 -2.145
C 0.252 2.106 3.199
C -5.701 -5.698 -1.069
H 3.214 0.259 0.435
C -1.140 3.229 0.949
C 7.697 2.497 -4.458
H -4.597 -0.140 1.652
H -7.767 -8.192 -2.114
C 1.234 1.636 0.576
C -8.195 -2.279 -1.840
H 1.078 1.822 -0.591
C 6.856 2.310 -3.360
C 3.777 -0.494 3.526
H -1.082 -0.329 1.434
C -8.258 -6.094 -2.118
C -7.421 -7.186 -1.887
H 10.709 2.193 -2.906
C -2.003 -0.170 0.691
H 7.272 2.675 -5.443
H -3.854 4.444 2.164
C -6.140 -6.988 -1.372
C -4.881 2.131 2.145
C 2.447 0.719 1.214
C 9.017 1.401 1.842
C 8.473 1.624 0.570
C -3.733 3.286 1.899
C -6.496 -0.790 -0.973
H 5.173 1.734 1.417
H 1.515 1.092 4.993
C -8.993 -1.173 -2.161
H -6.944 1.316 -1.070
C -7.295 0.310 -1.289
O -9.808 -3.814 -2.588
H -9.255 -6.256 -2.525
C 6.797 1.435 2.799
C -8.539 0.119 -1.889
C 6.252 1.639 1.530
O 10.584 1.670 -0.458
H 9.737 2.616 -5.145
O -4.980 -3.075 -0.430
C 8.178 1.307 2.953
N -2.472 2.611 1.318
C 9.627 2.223 -3.027
H -1.541 -0.080 -0.388
H -5.483 -7.838 -1.203
H -1.084 4.287 1.488
C 2.618 0.434 2.831
N -4.239 0.840 1.672
H 6.144 1.375 3.667
O 5.288 1.962 -1.073
H 8.602 1.139 3.940
H 4.128 -1.322 2.753
C -2.838 1.148 1.194
H -2.658 -1.159 0.817

=====

50
Properties=species:S:1:pos:R:3 method="wB97M-V/def2-TZVPD" smiles=C[C@@](c1ccc(-c2cnc(N)nc2)nc1)(c1noc(-c2cnn(CC#N)c2)n1)C1CC1 de_lowest_kcal_mol=0.0 homo_lumo_gap_ha=0.31969 total_energy_ev=-37541.3002
H 0.446 -2.209 0.069
C 3.279 4.050 1.100
C 0.387 -1.189 -1.869
H 5.062 1.266 1.612
N -5.521 -0.850 1.459
H 6.627 4.784 3.550
N -1.811 -0.433 -2.897
C -1.092 -0.799 -1.844
H -0.541 -3.914 -2.376
H -0.552 -4.476 -0.674
C 0.538 -2.480 -0.974
C 3.587 2.733 0.983
N 3.231 0.497 0.069
H 2.897 -1.425 -0.703
H -7.130 -0.711 2.774
C 0.849 1.254 -1.112
N 5.417 3.147 2.402
N 5.694 5.158 3.335
H -5.520 -0.585 3.576
C -0.067 -3.811 -1.409
H -3.434 -1.434 1.707
C -6.111 -1.087 2.788
C 4.714 2.290 1.673
H 1.946 -4.238 -0.517
C -5.515 -0.292 -0.618
C 4.973 4.380 2.505
H 1.895 -1.645 -3.364
N -1.875 -0.970 -0.727
C -6.095 -2.524 3.080
C 0.843 -1.387 -3.343
C 2.797 1.779 0.209
N -5.984 -3.633 3.357
H 0.259 -2.174 -3.773
N 4.013 4.929 1.820
N -6.300 -0.429 0.415
C 1.285 -0.083 -1.224
H 2.459 4.481 0.543
H 5.617 6.153 3.118
C -4.220 -1.034 1.069
C -4.182 -0.698 -0.239
H -0.111 1.532 -1.523
H 1.908 -3.721 -2.313
C -3.070 -0.686 -1.104
C 1.415 -3.704 -1.337
H 0.655 -0.480 -3.936
H -5.850 0.104 -1.587
C 2.480 -0.411 -0.616
H 1.207 3.110 -0.345
C 1.634 2.151 -0.401
O -3.135 -0.288 -2.388

=====

34
Properties=species:S:1:pos:R:3 method="wB97M-V/def2-TZVPD" smiles="Cc1cc(/N=N/Cc2ccc([N+](=O)[O-])o2)nc2ccccc12" de_lowest_kcal_mol=98.2 homo_lumo_gap_ha=0.28930 total_energy_ev=-27847.3522
N -1.447 1.017 -1.313
C 0.540 -0.903 5.880
C -1.289 1.294 -2.614
H -0.795 2.261 -6.368
N -0.235 -0.915 1.288
H -2.843 2.764 -2.566
N -0.932 -0.125 0.601
C -0.961 2.035 -5.306
C -1.890 2.696 -4.535
H 2.641 -0.546 5.565
C 1.671 -0.707 5.137
H 2.016 -0.858 2.919
H -1.858 -0.757 2.683
C 0.622 -0.165 -2.774
C -0.623 0.153 -0.730
H -2.494 3.496 -4.945
O -0.706 -1.251 7.733
C 1.344 -0.887 3.743
C 0.000 -1.134 3.707
C -0.900 -1.305 2.512
H 2.440 -1.411 -2.797
H 1.542 -1.383 -4.285
O 1.430 -1.037 7.974
H 0.638 0.533 -5.333
C 0.394 -0.454 -1.437
N 0.413 -1.068 7.264
O -0.482 -1.179 4.991
C -0.270 0.692 -3.393
H 1.001 -1.133 -0.899
C 1.851 -0.755 -3.443
C -2.086 2.295 -3.182
H 2.535 0.054 -3.778
C -0.131 1.050 -4.737
H -1.137 -2.365 2.440

=====

42
Properties=species:S:1:pos:R:3 method="wB97M-V/def2-TZVPD" total_charge=-1 de_lowest_kcal_mol=41.1 homo_lumo_gap_ha=0.09031 total_energy_ev=-141731.8699
H -1.468 -4.376 4.409
O -0.257 -0.484 2.559
Se -2.213 -2.988 -0.586
C 2.312 3.282 2.113
C -0.996 -2.508 3.502
H 1.325 1.320 -2.277
C 0.784 -3.916 1.929
Cl 0.192 -6.285 3.096
Cl -2.127 -1.616 4.462
N 3.136 3.895 -1.738
Rb -0.488 0.777 0.567
C -0.188 -1.725 2.578
C -2.631 -0.649 -1.381
H 4.536 2.423 -1.264
N -1.767 -1.288 -0.608
C -4.588 -0.869 -2.840
C 0.033 -4.562 2.867
C -3.437 1.205 -2.385
N -2.548 0.686 -1.580
H 5.074 4.100 -1.029
H -5.360 -1.464 -3.309
N -3.594 -2.775 -1.681
O 1.573 -0.782 0.335
C 2.108 3.169 -2.172
C -0.878 -3.854 3.669
H 2.362 2.332 2.645
H 2.198 -2.688 0.248
H 2.516 1.469 -1.073
H 2.365 4.136 2.788
N 2.112 1.834 -1.924
H -3.346 2.274 -2.547
H 3.927 3.365 0.171
C 1.522 -1.940 0.721
H 2.976 4.885 -1.784
Cl 0.762 3.345 1.236
C -3.648 -1.486 -1.986
S 0.934 3.863 -3.153
H 1.479 -4.478 1.316
C 0.692 -2.522 1.744
H -5.151 1.003 -3.685
C -4.464 0.478 -3.036
C 4.231 3.414 -0.916

=====

59
Properties=species:S:1:pos:R:3 method="wB97M-V/def2-TZVPD" smiles="C[N+](=O)[O-].C[N+](=O)[O-].C[N+](=O)[O-].C[N+](=O)[O-].C[N+](=O)[O-].COC(=O)OC.CO.CO" homo_lumo_gap_ha=0.36018 total_energy_ev=-48988.1443
H 2.994 1.402 -0.684
N -4.482 -0.674 1.852
O -1.925 4.160 -3.547
H -2.568 -0.412 2.580
H -0.833 0.650 -0.952
O 3.557 -2.806 -1.159
O -3.935 -1.017 -2.586
H 3.858 0.694 0.621
N -3.462 0.084 -2.719
H 0.661 -2.593 3.668
C 3.072 0.486 -0.105
H 3.230 -3.611 1.727
O -4.514 0.475 1.456
C 2.113 -1.434 -3.843
H -2.684 -1.640 1.318
O 3.665 -1.803 0.837
O 0.875 0.294 -2.965
N -0.099 -3.266 1.844
C 3.470 -1.832 -0.479
O -1.153 -3.677 1.421
H -0.079 3.396 2.817
O 0.316 -1.698 -2.432
C 0.003 3.678 -2.360
H -5.233 0.909 -2.008
H -1.769 0.790 0.570
H -4.297 1.945 -3.041
H 4.708 -3.582 0.795
H 1.912 -2.487 -3.996
H 3.009 -1.184 -3.290
C -4.224 1.271 -2.194
H 0.601 1.190 3.561
H 1.116 -4.229 3.314
H 0.428 1.921 1.194
H 1.647 3.670 2.635
H -3.724 1.646 -1.311
O 1.168 1.711 2.986
C 0.903 3.103 3.193
H 2.117 -0.917 -4.800
O -5.433 -1.432 1.881
C 4.090 -2.987 1.469
H 2.144 0.322 0.440
H 0.378 3.895 -1.369
O 3.236 -0.629 -0.972
C 0.291 -3.524 3.247
N -1.190 4.515 -2.662
C -3.164 -1.244 2.211
H -3.289 -2.054 2.919
H -0.540 -3.883 3.849
H 0.771 3.994 -3.067
C -0.764 0.805 0.125
O -2.423 0.340 -3.284
O -0.104 2.027 0.392
O -1.350 5.502 -1.983
H -0.198 -0.028 0.561
H -0.202 2.623 -2.504
N 0.983 -0.909 -3.038
O 0.666 -2.542 1.232
H 1.020 3.356 4.248
H 4.632 -2.760 2.382